CH2Br2S as an isolated structure. Source: the Open Molecules 2025 dataset; level of theory: ωB97M-V with the def2-TZVPD basis set.

Each line ends with the natural charge from an NBO analysis.
Atoms and positions in Å:
C (0.73715, 0.04128, -0.43608)  -0.467
S (-1.45193, 0.70543, -0.37776)  -0.048
Br (1.39539, 0.17093, 1.32065)  0.120
Br (-2.10068, -0.53471, 1.37115)  -0.073
H (0.31382, -1.02308, -0.65524)  0.252
H (1.10624, 0.64015, -1.22272)  0.215

Output
HOMO-LUMO gap: 8.59 eV
energy relative to the best compared isomer or geometry (same formula, charge and spin): 0.983 eV
HOMO energy: -9.08 eV

One molecule with the formula C3H3NO. Source: the Open Molecules 2025 dataset; level of theory: ωB97M-V with the def2-TZVPD basis set.

Each line ends with the natural charge from an NBO analysis.
Atoms and positions in Å:
C (0.08702, -0.06752, -0.74228)  -0.381
C (-1.00150, 0.41077, 0.00218)  -0.020
C (1.00241, -0.35681, 0.21898)  0.154
H (0.24897, -0.22598, -1.73141)  0.224
H (-1.93711, 0.46736, -0.52884)  0.209
H (2.03102, -0.70187, 0.20827)  0.220
N (-0.88918, 0.44168, 1.22284)  -0.100
O (0.45839, 0.03237, 1.35026)  -0.307

Output
HOMO-LUMO gap: 11.04 eV
energy relative to the best compared isomer or geometry (same formula, charge and spin): 1.747 eV
SMILES string: c1cnoc1
HOMO energy: -10.00 eV

A 9-piece molecular cluster, C21H64N14O9 overall. Source: the Open Molecules 2025 dataset; level of theory: ωB97M-V with the def2-TZVPD basis set.

Each line ends with the Mulliken spin population.
Atoms and positions in Å:
C (-5.58730, -10.32265, -20.30883)  0.001
O (-6.07238, -11.30496, -20.83110)  0.011
N (-4.83494, -10.30488, -19.22397)  0.000
N (-6.02434, -9.19606, -20.64117)  0.000
H (-4.40304, -11.16761, -18.92521)  0.000
H (-4.53093, -9.38515, -18.93798)  0.000
H (-6.63110, -9.20731, -21.44852)  0.000
H (-5.55276, -8.40860, -20.21972)  0.000
C (-7.17918, -14.34727, -19.43605)  -0.031
O (-7.53994, -15.38003, -18.99372)  0.805
N (-5.98673, -13.90850, -19.70172)  0.025
N (-8.06826, -13.54000, -19.87656)  0.191
H (-5.14812, -14.34543, -19.34686)  0.007
H (-5.99069, -13.02995, -20.19995)  0.002
H (-9.02397, -13.86414, -19.91732)  -0.008
H (-7.83145, -12.57988, -20.08195)  -0.003
C (-3.11142, -18.26779, -19.31168)  0.000
O (-1.90319, -18.21130, -19.57678)  0.001
N (-3.84750, -19.33483, -19.32068)  0.000
N (-3.88986, -17.27247, -19.01305)  0.003
H (-3.35733, -20.21138, -19.42788)  0.000
H (-4.84410, -19.30239, -19.15995)  0.000
H (-3.41246, -16.38599, -18.93335)  0.000
H (-4.86808, -17.43724, -18.82323)  0.001
C (-1.67475, -14.28230, -19.29498)  0.000
O (-2.82889, -14.65481, -19.07421)  0.000
N (-1.34434, -13.06434, -19.45991)  0.000
N (-0.57609, -14.95409, -19.50817)  0.000
H (-0.41189, -12.88489, -19.80405)  0.000
H (-2.07518, -12.36761, -19.48317)  0.000
H (0.28427, -14.43528, -19.61169)  0.000
H (-0.66298, -15.94677, -19.34344)  0.000
C (2.24163, -13.80141, -21.11066)  0.000
O (1.56282, -13.15225, -20.33203)  0.000
N (1.92652, -14.02838, -22.31400)  0.000
N (3.38255, -14.34006, -20.84600)  0.000
H (1.01849, -13.70488, -22.61554)  0.000
H (2.54691, -14.54513, -22.92078)  0.000
H (3.78478, -14.82131, -21.63765)  0.000
H (3.96107, -14.02355, -20.08100)  0.000
C (0.06582, -9.34487, -20.82547)  0.000
C (1.54388, -9.39140, -20.59814)  0.000
C (1.97117, -9.48575, -19.06706)  0.000
O (3.32874, -9.62171, -18.83357)  0.000
C (3.72856, -9.45206, -17.45398)  0.000
N (2.19121, -10.51566, -21.31530)  0.000
H (-0.33332, -8.50589, -20.25548)  0.000
H (-0.41695, -10.29158, -20.58304)  0.000
H (-0.18362, -9.13112, -21.86480)  0.000
H (2.00997, -8.52531, -21.06798)  0.000
H (1.52245, -10.29347, -18.48885)  0.000
H (1.54152, -8.55521, -18.69611)  0.000
H (3.14977, -10.10538, -16.80109)  0.000
H (3.62554, -8.47700, -16.97782)  0.000
H (4.70652, -9.93340, -17.45295)  0.000
H (3.13074, -10.53699, -20.94528)  0.000
H (1.76200, -11.36613, -20.97979)  0.000
C (-3.42963, -9.87557, -23.01684)  0.000
C (-2.34402, -10.88379, -23.54939)  0.000
C (-2.43631, -12.34842, -23.06012)  0.000
O (-1.35878, -13.12707, -23.45437)  0.000
C (-1.44145, -14.55482, -23.27550)  0.000
N (-2.33529, -10.78871, -25.01000)  0.000
H (-3.57565, -9.00143, -23.65140)  0.000
H (-3.26742, -9.56581, -21.98445)  0.000
H (-4.36284, -10.43558, -22.95678)  0.000
H (-1.37532, -10.46218, -23.28112)  0.000
H (-3.40783, -12.62159, -23.47197)  0.000
H (-2.52355, -12.31812, -21.97404)  0.000
H (-1.82004, -15.06422, -24.16166)  0.000
H (-1.99579, -14.69238, -22.34712)  0.000
H (-0.42897, -14.89587, -23.05946)  0.000
H (-2.92696, -11.43742, -25.50920)  0.000
H (-1.39855, -11.03678, -25.29477)  0.000
C (-6.14538, -12.31387, -16.38470)  0.000
C (-4.73739, -11.94085, -15.97291)  0.000
C (-4.17024, -12.60921, -14.71924)  0.000
O (-5.15326, -12.37140, -13.66116)  0.000
C (-4.86943, -13.16789, -12.47582)  0.000
N (-3.85891, -12.16972, -17.14333)  0.000
H (-6.20673, -13.34021, -16.74659)  -0.003
H (-6.60860, -11.73336, -17.18253)  0.000
H (-6.79165, -12.20142, -15.51419)  0.000
H (-4.80904, -10.87698, -15.74676)  0.000
H (-3.22639, -12.08464, -14.57066)  0.000
H (-4.08634, -13.68423, -14.87856)  0.000
H (-3.80685, -13.30877, -12.27791)  0.000
H (-5.34874, -14.14645, -12.50413)  0.000
H (-5.17657, -12.70564, -11.53769)  0.000
H (-3.81344, -13.16453, -17.31185)  0.000
H (-2.92886, -11.82942, -16.94509)  0.000
C (2.66937, -20.77351, -23.93523)  0.000
C (1.58096, -19.80513, -24.47127)  0.000
C (1.47220, -18.48752, -23.65784)  0.000
O (0.92874, -18.70746, -22.38948)  0.000
C (1.05796, -17.63522, -21.44770)  0.000
N (1.90848, -19.43007, -25.78480)  0.000
H (2.54094, -20.96903, -22.87063)  0.000
H (3.69129, -20.42103, -24.07503)  0.000
H (2.59514, -21.70352, -24.49885)  0.000
H (0.59299, -20.24974, -24.59097)  0.000
H (0.82492, -17.71730, -24.07723)  0.000
H (2.43905, -17.98509, -23.62858)  0.000
H (1.19240, -18.00712, -20.43197)  0.000
H (0.19325, -16.97277, -21.40872)  0.000
H (1.93513, -17.01380, -21.62800)  0.000
H (1.20121, -18.73494, -25.97625)  0.000
H (2.86382, -19.10296, -25.80547)  0.000

Output
HOMO-LUMO gap (alpha / beta): 8.29 / 2.17 eV
energy relative to the best compared isomer or geometry (same formula, charge and spin): 0.000 eV
spin multiplicity: 2
expectation value of S²: 0.7562
HOMO energy (alpha / beta): -10.49 / -10.49 eV
net charge: +1

One molecule with the formula C2H3N3OS2. Source: the Open Molecules 2025 dataset; level of theory: ωB97M-V with the def2-TZVPD basis set.

Each line ends with the natural charge from an NBO analysis.
Atoms and positions in Å:
C (-0.78587, -0.17311, 1.29615)  0.272
C (-0.21156, -0.07006, -0.86959)  0.661
H (-2.50499, -1.58628, 1.84810)  0.194
H (2.83700, 0.43083, -0.92551)  0.119
H (0.53459, 0.25863, -2.65455)  0.380
N (0.32705, 0.47791, 1.20769)  -0.296
N (0.58188, 0.73568, -0.03803)  -0.414
N (-0.10494, -0.23655, -2.10972)  -0.739
O (-1.19155, -0.54873, 0.00715)  -0.465
S (-1.48361, -0.84185, 2.73399)  0.070
S (2.00199, 1.55354, -0.49569)  0.218

Output
HOMO-LUMO gap: 8.74 eV
energy relative to the best compared isomer or geometry (same formula, charge and spin): 2.002 eV
SMILES string: [H]/N=c1/oc(S)nn1S
HOMO energy: -8.47 eV

| no. | F_max (eV/Å) |
| --- | --- |
| 1 | 5.67 |
| 2 | 6.97 |
| 3 | 8.01 |
| 4 | 5.13 |